# 1
85
Properties=species:S:1:pos:R:3 method="wB97M-V/def2-TZVPD" homo_ev=-13.58 charge=+2 spin_multiplicity=1 de_lowest_kj_mol=88.9 mol_weight_da=871.84 homo_lumo_gap_ha=0.247 energy_ha=-5352.0771
Ir -0.583 -0.376 1.536
O -1.435 -1.861 0.234
N -2.122 -2.858 0.778
C -2.927 -3.581 -0.026
C -3.676 -4.613 0.471
C -3.588 -4.931 1.826
C -2.756 -4.182 2.630
C -2.034 -3.122 2.088
S -1.023 -2.115 3.056
H -2.936 -3.274 -1.061
H -4.332 -5.157 -0.192
H -4.165 -5.745 2.242
H -2.654 -4.388 3.686
Br 3.518 3.991 4.509
C 2.310 2.710 3.881
C 2.770 1.490 3.404
C 1.852 0.589 2.910
N 0.537 0.848 2.867
C 0.099 2.010 3.370
C 0.944 2.968 3.881
H 3.823 1.251 3.428
H 2.170 -0.374 2.532
H -0.970 2.164 3.367
H 0.555 3.895 4.277
O 1.084 -0.487 0.097
P 2.001 0.075 -0.971
N 1.134 0.335 -2.332
C -0.332 0.237 -2.392
C -0.708 1.175 -3.535
C 0.492 1.056 -4.481
C 1.683 0.992 -3.526
N 2.687 1.478 -0.445
C 1.780 2.564 -0.044
C 2.720 3.716 0.292
C 3.851 3.533 -0.726
C 4.004 2.016 -0.841
N 3.281 -0.843 -1.417
C 3.036 -2.022 -2.280
C 3.340 -3.210 -1.376
C 4.552 -2.712 -0.586
C 4.263 -1.221 -0.363
H -0.779 0.495 -1.429
H -0.635 -0.792 -2.614
H -0.793 2.204 -3.176
H -1.645 0.892 -4.012
H 0.567 1.894 -5.170
H 0.421 0.134 -5.059
H 2.035 2.001 -3.280
H 2.526 0.430 -3.927
H 1.149 2.245 0.788
H 1.123 2.849 -0.879
H 3.102 3.618 1.309
H 2.235 4.686 0.197
H 4.777 4.005 -0.405
H 3.559 3.962 -1.685
H 4.766 1.647 -0.150
H 4.289 1.695 -1.843
H 3.730 -1.993 -3.123
H 2.017 -2.022 -2.661
H 3.546 -4.121 -1.934
H 2.497 -3.386 -0.704
H 5.457 -2.831 -1.183
H 4.692 -3.244 0.353
H 5.165 -0.618 -0.457
H 3.830 -1.039 0.624
C -3.498 1.083 2.904
P -2.592 0.785 1.361
C -2.517 2.436 0.615
C -3.777 -0.119 0.347
C -4.654 -1.029 0.936
C -5.543 -1.746 0.148
C -5.531 -1.590 -1.231
C -4.637 -0.707 -1.824
C -3.764 0.029 -1.040
H -3.585 0.169 3.490
H -4.491 1.461 2.662
H -2.974 1.823 3.508
H -3.531 2.757 0.377
H -1.912 2.441 -0.291
H -2.075 3.133 1.327
H -4.652 -1.181 2.008
H -6.241 -2.429 0.613
H -6.211 -2.166 -1.846
H -4.622 -0.593 -2.900
H -3.070 0.715 -1.511

=====

# 2
98
Properties=species:S:1:pos:R:3 method="wB97M-V/def2-TZVPD" homo_ev="-9.23 / -9.14" charge=+1 spin_multiplicity=6 mol_weight_da=654.03 homo_lumo_gap_ha="0.196 / 0.152" s_squared=8.791 energy_ha=-2574.4364
Ru 1.223 0.229 -2.668
C -3.777 0.118 -1.341
C -3.789 -1.215 -1.842
C -3.404 -1.327 0.418
C -3.472 0.047 0.047
C -3.589 -2.095 -0.755
C -3.980 1.334 -2.142
H -3.591 1.217 -3.158
H -3.485 2.187 -1.670
H -5.055 1.562 -2.194
C -3.134 1.175 0.933
H -3.179 2.128 0.389
H -2.086 1.080 1.281
H -3.770 1.212 1.835
C -3.179 -1.839 1.782
H -4.137 -1.985 2.314
H -2.552 -1.135 2.335
H -2.634 -2.785 1.744
C -3.516 -3.565 -0.846
H -4.525 -4.014 -0.794
H -2.923 -3.997 -0.028
H -3.068 -3.876 -1.798
C -3.850 -1.601 -3.260
H -4.893 -1.622 -3.606
H -3.424 -2.596 -3.454
H -3.319 -0.880 -3.901
C 3.049 0.817 -3.148
C 2.062 1.195 -4.151
C 1.785 0.310 -5.287
C 1.313 -1.176 -4.983
C 1.056 -1.544 -3.569
C 1.996 -1.593 -2.498
C 3.470 -1.636 -2.831
C 4.011 -0.321 -3.347
H 2.639 0.299 -5.982
H 2.069 -1.845 -5.388
H 0.940 0.754 -5.814
H 4.306 -0.355 -4.394
H 3.411 1.639 -2.526
H 1.845 2.263 -4.228
H 4.918 -0.038 -2.798
H 4.040 -1.890 -1.936
H 1.674 -2.231 -1.653
H 3.615 -2.404 -3.604
H 0.399 -1.385 -5.555
H 0.151 -2.143 -3.424
P 1.932 1.114 -0.448
P 1.173 -1.981 1.817
C 3.115 0.108 0.535
C 2.793 -1.361 0.965
H 3.276 0.700 1.462
H 4.044 0.031 -0.076
H 2.868 -2.060 0.130
H 3.520 -1.706 1.721
C 1.775 -3.510 2.636
H 0.939 -4.157 2.920
H 2.341 -3.265 3.539
H 2.424 -4.064 1.952
C 0.361 -2.830 0.406
H 1.096 -3.441 -0.132
H -0.071 -2.118 -0.301
H -0.438 -3.489 0.736
C 2.243 2.985 -0.879
H 1.294 3.429 -1.245
H 3.005 3.128 -1.649
H 2.546 3.575 -0.005
C -0.732 1.028 -2.662
H -1.235 0.562 -1.806
H -1.249 0.834 -3.645
H -0.695 2.130 -2.522
C 2.212 3.341 2.440
Si 0.364 2.917 2.288
C -0.377 3.803 3.779
C -0.507 3.586 0.757
C 0.129 1.068 2.303
Si -0.149 0.190 3.898
C -1.817 0.929 4.482
C -0.495 -1.670 4.163
C 1.325 0.582 5.025
H 2.371 4.411 2.243
H 2.886 2.784 1.782
H 2.573 3.152 3.464
H -0.087 4.861 3.763
H -1.471 3.781 3.781
H -0.057 3.413 4.752
H 0.047 4.430 0.317
H -0.615 2.788 0.009
H -1.517 3.925 1.037
H 0.564 0.553 1.439
H -2.484 0.134 4.848
H -1.697 1.665 5.290
H -2.317 1.415 3.632
H -0.863 -2.178 3.257
H -1.301 -1.740 4.911
H 0.387 -2.201 4.554
H 2.285 0.429 4.514
H 1.317 1.607 5.422
H 1.326 -0.091 5.894

=====

# 3
66
Properties=species:S:1:pos:R:3 method="wB97M-V/def2-TZVPD" homo_ev=-4.45 charge=-1 spin_multiplicity=1 mol_weight_da=814.06 homo_lumo_gap_ha=0.146 energy_ha=-7529.0814
C 7.434 -1.368 -0.855
C 5.865 -1.500 -0.683
In 4.919 0.398 -1.363
P 5.890 2.445 -0.144
N 6.913 3.269 -1.087
C 2.649 0.413 -1.344
Br 2.090 2.162 -0.537
C 1.970 -0.664 -0.465
C 0.397 -0.609 -0.740
Br 2.530 -2.498 -0.890
H 7.720 -0.376 -1.261
H 7.964 -1.584 0.093
H 7.822 -2.094 -1.602
H 5.570 -2.377 -1.292
H 5.644 -1.785 0.374
H 5.408 0.623 -3.081
H 4.877 3.370 0.254
H 6.630 2.003 1.004
H 6.964 2.798 -1.989
H 2.244 0.431 -2.368
H 2.075 -0.402 0.601
H 0.049 -1.621 -1.018
H -0.170 -0.292 0.152
H 0.226 0.058 -1.602
C -2.912 1.976 -3.830
C -2.038 2.433 -2.919
C -2.497 3.171 -1.694
O -1.673 3.550 -0.888
C -3.930 3.404 -1.532
C -4.797 2.950 -2.445
C -4.338 2.190 -3.654
O -5.176 1.784 -4.442
O -6.118 3.147 -2.330
O -0.727 2.254 -3.055
H -2.595 1.442 -4.715
H -4.247 3.952 -0.655
H -6.509 2.719 -3.117
H -0.314 2.671 -2.268
C -9.661 2.223 -0.629
C -8.608 2.880 -0.122
C -8.569 3.305 1.316
O -7.582 3.881 1.733
C -9.727 3.008 2.153
C -10.778 2.356 1.642
C -10.806 1.907 0.212
O -11.782 1.301 -0.193
O -11.858 2.068 2.377
O -7.541 3.187 -0.868
H -9.703 1.909 -1.663
H -9.694 3.335 3.183
H -12.466 1.596 1.775
H -6.931 3.653 -0.266
C 5.689 -5.229 1.899
C 5.387 -6.414 2.440
C 5.373 -6.620 3.924
O 5.071 -7.716 4.365
C 5.726 -5.493 4.778
C 6.033 -4.307 4.238
C 6.021 -4.094 2.754
O 6.289 -2.994 2.316
O 6.364 -3.251 4.986
O 5.079 -7.481 1.690
H 5.701 -5.067 0.829
H 5.729 -5.659 5.846
H 6.535 -2.524 4.354
H 4.901 -8.203 2.321

=====

# 4
62
Properties=species:S:1:pos:R:3 method="wB97M-V/def2-TZVPD" homo_ev="-10.16 / -9.03" charge=+1 spin_multiplicity=1 mol_weight_da=1040.43 homo_lumo_gap_ha="0.243 / 0.183" energy_ha=-2573.1158
Pb 0.091 0.124 -0.757
C -3.309 2.093 1.913
C -1.929 1.793 2.445
N -1.810 1.884 3.804
C -0.605 1.617 4.331
C 0.513 1.289 3.589
C 1.795 0.948 4.281
O 2.071 -0.448 4.224
C 0.347 1.224 2.194
C 1.542 0.893 1.383
N 1.598 -0.148 0.612
C 2.874 -0.466 0.092
C 3.867 -0.895 0.994
C 5.145 -1.261 0.565
C 5.456 -1.220 -0.788
C 4.484 -0.825 -1.706
C 3.197 -0.459 -1.274
I 1.835 0.054 -2.777
C -0.885 1.453 1.549
O -1.023 1.367 0.283
H -3.992 2.342 2.732
H -3.718 1.221 1.392
H -3.280 2.951 1.233
H -0.572 1.667 5.415
H 1.763 1.234 5.338
H 2.636 1.491 3.840
H 1.505 -0.829 3.522
H 2.421 1.544 1.542
H 3.630 -0.955 2.053
H 5.886 -1.585 1.291
H 6.445 -1.508 -1.131
H 4.735 -0.815 -2.764
I -1.657 0.988 -7.782
C -1.393 1.219 -5.733
C -1.025 2.450 -5.214
C -0.851 2.593 -3.826
I -0.283 4.553 -3.188
C -1.036 1.532 -2.898
O -0.879 1.637 -1.633
C -1.422 0.292 -3.489
C -1.675 -0.915 -2.597
N -0.439 -1.431 -2.028
C -0.646 -2.558 -1.130
C -1.250 -2.169 0.199
C -2.019 -3.067 0.936
C -2.561 -2.645 2.148
C -2.326 -1.346 2.586
C -1.538 -0.525 1.799
N -0.979 -0.925 0.644
C -1.589 0.140 -4.883
H -0.871 3.299 -5.869
H -2.159 -1.704 -3.187
H -2.404 -0.634 -1.826
H 0.269 -1.655 -2.766
H 0.328 -3.012 -0.915
H -1.253 -3.328 -1.621
H -2.205 -4.069 0.567
H -3.174 -3.319 2.738
H -2.749 -0.975 3.511
H -1.327 0.506 2.068
H -1.880 -0.827 -5.278
H -1.720 0.124 -0.757